No. 1
The following is a DFT calculation (ωB97M-V/def2-TZVPD) of the molecule C19H16ClNO4.

Its SMILES is Cc1ccc(NC2=C(Cl)C(=O)O[C@@H]2OC(=O)c2ccccc2C)cc1. For the HOMO energy, the calculation gives -8.26 eV. The LUMO energy is 0.2450 eV. The calculation puts the max |F| at 0.99 eV Å⁻¹. As for the total energy: -42166.064 eV.

Geometry as ORCA input:
```
! wB97M-V def2-TZVPD RIJCOSX def2/J DEFGRID3
* xyz 0 1
C 1.612 2.288 -0.548
C 1.046 -2.526 -0.752
C 2.725 -1.733 1.286
H 2.733 -3.563 -1.553
H 4.242 -2.843 0.269
H 1.748 -0.196 3.103
H 0.460 0.448 2.068
C -4.653 -1.448 -0.317
C -0.856 -1.291 0.238
H 3.379 3.307 0.105
H 3.406 2.807 -1.592
N -2.500 1.459 -0.298
H 1.290 3.372 1.270
O -3.596 -1.913 -1.077
C -0.371 1.292 -1.507
H 3.617 1.609 -0.319
C 1.399 -1.318 1.323
Cl -5.348 0.917 0.992
C 0.553 -1.721 0.277
C 2.364 -2.934 -0.757
C 0.984 1.556 -1.549
H -2.640 -0.666 -2.364
C 3.089 2.524 -0.590
H 1.567 1.186 -2.380
O -1.347 -1.369 -1.032
O -1.512 -0.873 1.156
C -3.123 0.273 -0.465
O -5.598 -2.129 -0.054
C -0.522 2.512 0.552
C -1.133 1.738 -0.431
C -2.644 -0.906 -1.289
H -2.983 2.045 0.376
H 0.376 -2.835 -1.538
C -4.342 -0.070 0.023
H -0.829 0.740 -2.311
C 0.922 -0.461 2.448
C 0.832 2.781 0.490
C 3.208 -2.531 0.265
H 3.391 -1.426 2.080
H 0.164 -0.987 3.025
H -1.112 2.887 1.376
*
```

Atom charges from the Löwdin analysis, given in e for atoms 1 to 8: C -0.28; C -0.01; C -0.04; H 0.10; H 0.11; H 0.08; H 0.07; C -0.48

***

No. 2
The following is a DFT calculation (ωB97M-V/def2-TZVPD) of C19H16CrN3O4 as an isolated structure.

For the HOMO energy (spin up / spin down), the calculation gives -10.85 / -11.23 eV. The LUMO energy (spin up / spin down) is -3.7934 / -3.8737 eV. The calculation puts the max |F| at 0.93 eV Å⁻¹. As for the total energy: -61037.638 eV.

Geometry as ORCA input:
```
! wB97M-V def2-TZVPD RIJCOSX def2/J DEFGRID3
* xyz 1 5
O -3.480 0.053 2.293
H -3.502 -3.823 -0.495
H 2.667 2.622 -2.157
C 1.124 3.122 -3.565
N -1.374 2.216 0.313
N 0.003 0.191 1.571
H -2.387 3.962 -0.329
O -2.555 0.466 -0.727
C -0.500 3.596 -1.331
H -4.301 0.326 1.871
H -3.445 1.948 0.533
H -0.967 4.265 0.680
Cr 0.025 0.999 -0.373
C -0.178 3.576 -3.718
H 3.590 -0.266 2.630
C 1.638 2.930 -2.291
C 2.327 0.134 1.250
C 1.172 -0.060 2.164
C -1.163 -0.430 3.530
H -4.622 -1.490 0.111
H 2.172 -0.705 3.978
C 0.044 -0.662 4.167
H 0.058 -0.992 5.197
H -2.107 -0.574 4.032
C -2.413 0.179 1.405
C -1.568 -2.624 -0.459
C -2.479 1.436 0.449
C -2.474 -0.686 0.087
H 1.742 2.939 -4.433
H 1.276 3.155 -0.182
O 2.169 0.451 0.081
C -1.146 -0.010 2.204
H -2.013 4.125 -2.748
C -3.575 -1.702 -0.033
C -3.017 -2.872 -0.337
C 0.836 3.180 -1.178
N -1.241 -1.410 -0.236
C 1.236 -0.492 3.478
O 3.559 -0.038 1.692
C -1.380 3.608 -0.092
C -0.988 3.805 -2.611
H -0.830 -3.370 -0.728
H -0.576 3.740 -4.711
*
```

Atom charges from the Löwdin analysis, given in e for atoms 1 to 8: O 0.05; H 0.11; H 0.12; C -0.07; N -0.13; N 0.09; H 0.13; O -0.01

***

No. 3
The following is a DFT calculation (ωB97M-V/def2-TZVPD) of C19H16FeO3 as an isolated structure at a distorted geometry.

For the HOMO energy (spin up / spin down), the calculation gives 3.13 / -1.85 eV. The LUMO energy (spin up / spin down) is 4.8618 / 4.1721 eV. The calculation puts the max |F| at 3.03 eV Å⁻¹. As for the total energy: -60485.018 eV.

Geometry as ORCA input:
```
! wB97M-V def2-TZVPD RIJCOSX def2/J DEFGRID3
* xyz -2 5
C 0.675 1.738 -1.573
H 0.920 -3.362 3.436
H -0.664 0.657 0.694
C -1.299 -2.390 -1.017
H -1.427 0.011 -4.668
H 2.379 2.562 3.216
C -1.522 0.979 -2.717
C 1.839 -1.629 4.352
H 1.432 0.105 -0.280
C -2.919 -1.379 -2.552
C 2.124 -0.265 4.252
C -0.933 0.090 -3.693
O -4.017 -1.729 -2.727
C 0.865 0.329 -1.182
C 1.684 1.847 2.780
H -0.609 2.874 -2.875
C 1.051 -2.282 3.381
C 0.133 -0.710 -3.374
H 1.093 -1.724 -1.717
O -1.399 -3.370 -0.394
C -0.733 2.095 -2.110
C 0.613 -0.169 2.316
H -2.587 1.240 -2.860
H -0.174 -2.044 1.593
C 0.123 0.840 1.418
C 0.766 2.065 1.716
C -2.436 -0.189 -0.430
H 2.232 -2.206 5.196
H 0.597 3.013 1.198
H 2.764 0.249 4.977
C 0.631 -0.766 -2.014
Fe -1.453 -0.802 -1.836
H 0.920 2.401 -0.730
C 1.554 0.480 3.214
H -1.328 2.567 -1.319
H 0.509 -1.461 -4.081
O -3.235 -0.107 0.423
H 1.398 1.997 -2.373
C 0.433 -1.558 2.361
*
```

Atom charges from the Löwdin analysis, given in e for atoms 1 to 8: C -0.20; H 0.07; H 0.06; C -0.20; H 0.10; H 0.03; C -0.30; C -0.23

***

No. 4
The following is a DFT calculation (ωB97M-V/def2-TZVPD) of C19H16N2O2Pd as an isolated structure.

For the HOMO energy (spin up / spin down), the calculation gives -15.15 / -15.15 eV. The LUMO energy (spin up / spin down) is -7.6012 / -10.0808 eV. The calculation puts the max |F| at 0.60 eV Å⁻¹. As for the total energy: -30501.002 eV.

Geometry as ORCA input:
```
! wB97M-V def2-TZVPD RIJCOSX def2/J DEFGRID3
* xyz 2 3
H 4.024 1.499 -0.968
Pd 1.467 -0.232 -0.052
H -1.532 3.960 -1.109
N -0.711 -0.445 -0.354
C -3.301 2.884 -0.482
C 3.197 -0.474 1.682
C 1.822 -4.654 -0.493
H 2.256 2.924 0.043
C -1.617 0.665 -0.387
C -1.102 -1.652 -0.441
O -3.879 5.262 -0.748
H -2.937 5.315 -0.946
C -1.954 3.013 -0.797
H -3.392 -0.423 0.212
C 3.845 -0.063 0.512
H 3.145 -2.960 -0.377
C -0.496 -4.066 -0.513
H -0.077 2.003 -1.022
H -4.849 1.549 0.106
C -2.969 0.529 -0.084
C -1.118 1.910 -0.737
C -0.124 -2.743 -0.428
C 3.482 1.149 -0.100
C 2.475 1.956 0.471
H -2.148 -1.906 -0.574
O -5.455 3.809 -0.230
H 1.086 2.184 2.100
N 1.167 -2.372 -0.369
C 0.497 -5.042 -0.538
C -4.309 4.018 -0.483
H 0.232 -6.089 -0.597
H 2.624 -5.378 -0.528
C 1.825 1.546 1.636
H -1.545 -4.331 -0.566
H 1.701 0.023 3.164
C 2.120 -3.302 -0.405
C 2.168 0.317 2.234
H 4.672 -0.637 0.116
C -3.796 1.632 -0.132
H 3.505 -1.379 2.187
*
```

Atom charges from the Löwdin analysis, given in e for atoms 1 to 8: H 0.14; Pd 1.08; H 0.12; N 0.02; C -0.09; C -0.07; C 0.00; H 0.14

***

No. 5
The following is a DFT calculation (ωB97M-V/def2-TZVPD) of a 2-piece molecular cluster, C19H16N4O2S2 overall at a distorted geometry.

For the HOMO energy, the calculation gives -7.99 eV. The LUMO energy is -0.0922 eV. The calculation puts the max |F| at 17.76 eV Å⁻¹. As for the total energy: -51674.337 eV.

Geometry as ORCA input:
```
! wB97M-V def2-TZVPD RIJCOSX def2/J DEFGRID3
* xyz 0 1
C -3.578 4.057 -0.298
H 8.766 2.914 0.255
H 7.139 2.593 1.156
C 2.234 -0.023 -0.043
H -3.268 -3.003 -1.277
H 4.264 -3.462 -0.302
H -2.745 -4.057 0.158
H 1.769 0.781 0.040
C -2.687 3.247 -1.118
H -5.278 -3.022 0.498
C -3.103 -2.735 -0.449
N 5.728 -1.251 0.063
C 4.446 -1.279 -0.225
C 3.739 -0.291 -0.074
C -3.522 1.221 0.028
C -4.728 -0.850 0.389
C 2.456 -2.574 -0.215
C -4.367 -2.342 0.749
O -5.735 -0.389 0.195
N 0.221 -1.359 0.082
C -1.903 -1.786 -0.151
C 6.096 0.015 0.077
N -3.532 -0.156 -0.004
C 7.654 2.413 0.338
H -1.952 3.806 -1.612
H 1.746 -3.387 -0.061
S 4.809 1.342 0.208
C 1.625 -1.144 -0.046
C 3.740 -2.486 -0.320
H -3.634 5.111 -0.161
C -4.540 1.938 0.647
H -5.246 3.963 0.853
O -0.349 -3.586 -0.193
S 7.824 0.438 -0.096
H 7.210 2.808 -0.597
H -2.011 1.435 -1.294
C -0.554 -2.519 -0.094
C -2.618 2.008 -0.910
C -4.553 3.252 0.472
H -4.056 -2.265 1.618
H -5.184 1.718 1.317
N -2.256 -0.595 0.168
H -0.067 -0.496 0.228
*
```

Atom charges from the Löwdin analysis, given in e for atoms 1 to 8: C 0.00; H 0.10; H -0.07; C 0.00; H -0.05; H 0.14; H 0.23; H 0.04

***

No. 6
The following is a DFT calculation (ωB97M-V/def2-TZVPD) of C19H16N4O4PtSe as an isolated structure.

For the HOMO energy, the calculation gives -7.82 eV. The LUMO energy is 0.1553 eV. The calculation puts the max |F| at 0.45 eV Å⁻¹. As for the total energy: -102708.739 eV.

Geometry as ORCA input:
```
! wB97M-V def2-TZVPD RIJCOSX def2/J DEFGRID3
* xyz 0 1
C 1.140 0.188 -2.469
C -0.812 1.133 2.113
C -0.848 1.467 0.745
H -2.041 -0.522 2.020
H -2.750 2.171 -0.934
C -2.471 1.136 -1.091
O 2.235 -2.800 1.312
H 2.469 0.223 1.941
N -1.348 -0.048 2.572
O 2.094 -3.967 -0.696
C -0.952 -3.175 3.061
H -0.153 1.752 4.056
C 0.314 3.548 1.220
H -1.568 -2.559 -1.554
C -2.755 -0.933 -2.253
N 1.655 -0.116 -0.018
C -1.492 0.576 -0.260
H 1.776 0.504 -3.296
C -0.300 2.677 0.333
H 0.845 3.859 3.280
C -1.801 -1.509 -1.431
H -1.407 -0.195 3.565
C -3.089 0.403 -2.087
C 2.045 -3.316 0.262
H -3.841 0.866 -2.713
C -1.140 -0.770 -0.445
C 0.249 -4.009 -2.930
H 0.172 0.686 -2.553
O 0.861 -3.184 -3.468
C 3.064 1.571 0.305
H 0.730 4.484 0.872
H -0.350 2.933 -0.721
N 2.649 1.535 -1.006
C -0.183 2.011 3.004
H 3.742 2.316 0.679
O -0.385 -4.825 -2.409
H 2.938 2.161 -1.738
C 0.373 3.198 2.564
H 0.972 -0.884 -2.544
H -3.244 -1.533 -3.010
N -0.877 -3.030 4.203
C 1.792 0.508 -1.174
Se -1.105 -3.437 1.246
Pt 0.364 -1.630 0.531
C 2.436 0.539 0.914
*
```

Atom charges from the Löwdin analysis, given in e for atoms 1 to 8: C 0.02; C -0.28; C -0.16; H 0.08; H 0.12; C -0.04; O 0.06; H 0.12

***

No. 7
The following is a DFT calculation (ωB97M-V/def2-TZVPD) of C19H17AsBr4N2O2PdS as an isolated structure.

For the HOMO energy (spin up / spin down), the calculation gives -13.59 / -13.76 eV. The LUMO energy (spin up / spin down) is -6.4155 / -8.9966 eV. The calculation puts the max |F| at 0.60 eV Å⁻¹. As for the total energy: -382360.661 eV.

Geometry as ORCA input:
```
! wB97M-V def2-TZVPD RIJCOSX def2/J DEFGRID3
* xyz 2 5
C 1.345 -3.616 -1.489
Br -7.292 -0.306 0.198
C -2.947 -1.951 1.094
H 2.769 -2.732 4.943
C 5.627 -3.423 -1.657
H 5.543 -3.257 0.480
H 6.706 -3.370 -1.698
H 0.994 -4.018 -0.538
H 2.947 -3.801 -3.689
H -0.472 -2.242 -3.844
N 2.497 0.218 3.420
C 4.973 -3.358 -0.434
Br -4.642 1.058 -1.209
C -4.113 -2.524 1.713
H 5.398 -3.649 -3.778
C 1.652 -2.284 3.132
S 1.120 1.038 1.271
C 1.678 -0.091 2.381
Br -6.878 -2.817 2.268
C -0.862 -1.912 -2.881
C 2.895 -0.692 4.337
H 1.290 -3.293 2.969
As 0.608 -1.811 -1.637
H 1.497 0.286 -2.643
H 2.207 -1.149 -3.434
H 0.898 -4.212 -2.286
C -3.132 -0.799 0.199
H -1.325 -0.933 -2.985
C -5.424 -2.020 1.441
O -1.795 -2.394 1.285
O -2.134 -0.263 -0.328
Br -3.828 -3.926 2.839
C -5.603 -0.958 0.571
H 2.805 -0.628 -1.844
C 3.589 -3.441 -0.384
H 3.081 -3.411 0.576
H -1.595 -2.630 -2.520
Pd -0.173 -0.966 0.526
C 4.892 -3.580 -2.824
C 2.474 -1.983 4.226
H 2.802 1.181 3.504
C 1.927 -0.700 -2.481
N 1.283 -1.384 2.244
C 2.846 -3.587 -1.551
H 3.541 -0.328 5.124
C -4.470 -0.337 -0.059
C 3.508 -3.660 -2.772
*
```

Atom charges from the Löwdin analysis, given in e for atoms 1 to 8: C -0.28; Br 0.89; C -0.39; H 0.13; C -0.06; H 0.11; H 0.11; H 0.07

***

No. 8
The following is a DFT calculation (ωB97M-V/def2-TZVPD) of C19H17B2F11IrNO3S5 as an isolated structure at a distorted geometry.

For the HOMO energy (spin up / spin down), the calculation gives -4.91 / -4.87 eV. The LUMO energy (spin up / spin down) is 1.2522 / 1.0799 eV. The calculation puts the max |F| at 2.83 eV Å⁻¹. As for the total energy: -115886.741 eV.

Geometry as ORCA input:
```
! wB97M-V def2-TZVPD RIJCOSX def2/J DEFGRID3
* xyz -1 2
H 0.929 3.381 1.745
C 3.584 0.655 1.044
C 2.986 0.415 -2.325
C 4.353 0.238 -2.467
H 4.852 2.353 -5.059
F -1.446 3.057 0.873
C -2.130 -2.431 3.818
C 2.429 0.756 0.286
H 4.676 1.504 2.676
S 2.153 -0.454 -0.997
C -3.628 -0.409 4.025
F 0.435 -1.577 1.096
F 2.645 -2.214 1.338
O -2.107 -1.927 1.191
H 4.284 -0.153 0.872
S -5.680 -1.051 -2.730
H -2.585 -3.379 3.527
H -2.177 -2.322 4.899
H 2.402 2.595 -4.822
H -4.546 -0.891 4.368
F -3.436 1.887 1.002
H 4.887 -0.440 -1.811
C 4.324 1.798 -4.294
H 1.198 1.342 -3.046
F 0.856 -3.062 -1.404
B -2.057 1.865 1.214
N -2.842 -1.312 3.207
B 1.507 -1.875 2.068
C -0.459 -2.872 -1.643
H -3.283 -0.273 1.499
C 5.024 0.941 -3.455
C 2.269 1.247 -3.167
S -4.051 1.077 -3.983
O -6.625 0.718 -4.446
C -2.753 -1.134 1.908
C 2.950 1.941 -4.156
F -1.078 -4.012 -1.286
Ir -1.120 -1.236 -0.642
C 1.469 1.724 0.520
H 0.556 1.754 -0.058
F 1.057 -2.934 2.849
C -5.657 0.328 -3.852
F -1.506 0.820 0.340
F -0.594 -2.753 -2.972
H 6.092 0.811 -3.577
C -3.255 -0.022 -2.881
F 1.712 -0.733 2.820
S -3.297 -2.129 -1.223
F -1.782 1.497 2.530
C -3.981 -0.972 -2.321
H -3.870 0.479 3.445
H -3.042 -0.101 4.890
S -1.561 0.151 -2.555
H -1.090 -2.436 3.492
C 3.792 1.577 2.056
O 0.690 -0.265 -1.394
C 1.685 2.634 1.544
C 2.843 2.561 2.306
H 2.998 3.261 3.116
*
```

Atom charges from the Löwdin analysis, given in e for atoms 1 to 8: H 0.11; C -0.09; C -0.34; C -0.08; H 0.10; F 0.15; C 0.00; C -0.36